14
Properties=species:S:1:pos:R:3:forces:R:3:mulliken_charge:R:1 method="wB97M-V/def2-TZVPD" multiplicity=1 smiles="CC(=O)[C@@H](C)O" e_tot_ha=-307.687960 homo_energy_ev=-10.24 lumo_energy_ev=0.86 relative_energy_kcal_mol=15.4
C 1.2390 -0.8429 -0.6039 0.00 -0.07 -0.04 -1.205
C 0.7853 0.3064 0.3019 -0.13 -0.18 0.03 0.127
O 1.5698 1.4406 0.0679 -0.03 0.14 -0.05 -0.585
C -0.6844 0.6550 0.0719 -0.09 0.30 -0.13 0.830
O -0.9585 1.7382 -0.4094 0.09 -0.43 0.20 -0.608
C -1.7630 -0.3329 0.4415 -0.02 -0.05 0.04 -1.158
H 0.7688 -1.7970 -0.3423 0.02 0.16 -0.02 0.339
H 2.3223 -0.9485 -0.4978 -0.17 -0.02 0.01 0.341
H 1.0259 -0.6119 -1.6531 0.01 -0.01 0.15 0.301
H 0.8907 -0.0077 1.3536 -0.03 0.07 -0.12 0.240
H 0.9542 2.1084 -0.2836 0.11 -0.01 0.04 0.403
H -2.1298 -0.8267 -0.4652 0.10 0.06 0.09 0.281
H -2.6019 0.2173 0.8763 0.13 -0.08 -0.07 0.368
H -1.4184 -1.0985 1.1421 0.01 0.12 -0.13 0.327

14
Properties=species:S:1:pos:R:3:forces:R:3:mulliken_charge:R:1 method="wB97M-V/def2-TZVPD" multiplicity=1 e_tot_ha=-307.546966 homo_energy_ev=-8.63 lumo_energy_ev=0.74 relative_energy_kcal_mol=103.8
C 1.7800 -0.1116 0.6493 0.01 -0.07 0.05 -1.175
C 0.6909 0.1241 -0.3732 -0.26 0.13 0.06 -0.185
C -0.4815 0.7859 0.0053 0.41 -0.23 0.06 -0.142
O -1.1444 1.5031 -0.9745 -0.22 0.03 0.09 -0.516
C -1.7684 -0.7750 0.1762 -0.90 0.04 -0.30 0.171
O -2.8908 -0.6939 -0.0929 1.13 -0.09 0.27 -0.310
H 2.4632 -0.9047 0.3294 -0.11 0.12 0.05 0.342
H 1.3459 -0.4127 1.6101 0.07 0.04 -0.13 0.324
H 2.3723 0.7958 0.8229 -0.11 -0.15 -0.05 0.313
H 0.1828 -1.2856 -0.5438 0.09 0.20 -0.02 -0.043
H 0.9937 0.2524 -1.4134 -0.08 -0.02 0.18 0.391
H -0.5814 1.1602 1.0266 0.03 -0.05 -0.20 0.350
H -2.0761 1.5716 -0.7235 0.10 0.06 -0.13 0.342
H -0.5651 -1.7205 -0.2867 -0.15 -0.03 0.07 0.137